[1]
59
Properties=species:S:1:pos:R:3:forces:R:3 method="wB97M-V/def2-TZVPD" e_above_lowest_kcal_mol=556.78 max_force_ev_per_a=18.6 gap_ev=7.15 e_lumo_ha=0.01453 homo_energy_ev=-6.758 total_charge=0
C 1.925000 -6.558548 -2.502637 -0.6 1.8 -2.7
C 1.711381 -5.382129 -1.482735 -3.6 -0.8 -3.2
C 0.532071 -4.620443 -1.554470 5.3 -5.0 -1.1
C 0.283047 -3.660518 -0.542667 -4.6 -0.7 -1.2
N 0.053345 -2.425469 -1.289408 -11.1 -4.6 6.9
C 0.986910 -1.960390 -1.947894 6.5 5.5 -8.8
H 1.535550 -2.831065 -2.361498 0.2 0.8 -0.7
C 1.902150 -1.032742 -1.237524 0.0 -2.1 6.0
N 1.203941 -0.050968 -0.465528 -2.5 0.1 2.6
C 0.106157 -0.583822 0.406046 -1.1 -3.5 -1.2
H -0.679080 0.125364 0.740198 1.4 0.0 0.3
C -0.907156 -1.592462 -0.590572 6.2 1.3 5.4
C -1.704833 -0.713075 -1.275429 -9.0 -2.5 1.6
H -1.526998 -0.276146 -2.117798 1.9 2.1 -5.2
H -2.320775 0.023283 -0.753399 0.7 0.0 0.9
C -2.986205 -1.843292 -1.747298 -0.4 6.0 -1.8
O -2.348753 -2.591057 -2.677860 -3.8 -0.2 -3.0
H -1.586285 -2.981653 -2.389101 3.3 -1.3 1.6
H -3.857865 -1.028111 -2.382583 2.3 -2.8 1.9
H -3.512184 -2.372931 -0.945314 0.3 0.2 0.1
H -1.407606 -2.120967 0.224921 -0.2 -0.4 -0.7
H 0.385212 -1.393024 1.220064 0.3 2.2 -1.2
C 0.770447 1.152369 -1.097719 4.3 0.6 -1.9
C 0.290604 2.119665 -0.064400 0.3 -3.6 -5.4
C 1.086395 2.697817 0.691339 8.3 1.0 12.0
C 0.670625 3.652278 1.850821 12.6 -8.7 -1.3
C -0.338633 4.248378 1.693761 -16.1 6.3 -6.8
C -1.388664 3.943180 0.398974 8.8 -5.5 2.0
C -0.801593 2.794217 -0.304782 -9.1 7.4 0.6
H -1.402198 2.664731 -1.156470 -0.6 -1.1 -1.3
H -2.259905 4.434064 0.201614 -1.8 1.1 -0.5
N -0.864852 5.243976 2.397563 -1.2 2.1 5.6
C -2.047241 6.113669 2.323788 10.8 -2.9 8.3
O -2.646619 6.131819 1.421254 -9.8 1.3 -11.2
N -1.938371 6.919653 3.400972 -8.6 5.8 -2.8
H -3.009357 7.555070 3.505787 4.8 -2.4 0.0
C -1.057834 6.638070 4.308140 -4.5 -11.3 -0.2
H -1.795835 5.965663 5.475920 1.4 1.1 -2.3
C -0.265537 5.497188 3.708727 -2.4 -2.5 2.2
H 0.625779 5.807600 3.463546 5.4 1.8 -0.7
H -0.091214 4.618197 4.512641 -0.8 1.5 -2.2
H -0.686496 7.162068 4.933915 5.1 7.8 6.7
H 1.357864 3.710705 2.697321 -0.2 0.2 -0.4
H 2.191359 2.023205 1.220749 -3.1 2.1 -2.5
H 0.173214 0.990343 -2.041435 0.2 0.7 1.1
H 1.880422 1.652548 -1.445653 -3.0 -1.1 0.2
H 2.703174 -0.541425 -1.618303 2.2 1.1 -2.3
H 2.452241 -1.626725 -0.253784 -1.1 0.7 -2.7
H 0.433165 -1.169900 -2.883578 1.8 -2.2 1.8
H -0.667536 -4.219188 -0.027147 1.7 2.4 -0.6
H 1.040677 -3.499400 0.106210 2.3 -0.1 2.5
H -0.120699 -4.870171 -2.391492 -0.3 0.4 0.5
C 2.756219 -5.202953 -0.531834 -0.2 -16.1 -0.3
H 2.490456 -5.841447 0.584086 0.0 1.5 -2.8
H 3.691075 -5.885657 -0.648539 -1.3 1.8 -0.6
H 2.887429 -4.427474 -0.160419 2.7 13.1 5.3
H 2.179560 -7.537455 -2.158955 -0.7 -0.7 1.1
H 2.871430 -6.443340 -3.129905 -1.0 0.7 0.6
H 1.043426 -6.601173 -3.310227 1.8 -0.1 2.0

---

[2]
79
Properties=species:S:1:pos:R:3:forces:R:3 method="wB97M-V/def2-TZVPD" max_force_ev_per_a=0.6 gap_ev=6.22 e_lumo_ha=0.05922 homo_energy_ev=-4.605 total_charge=-1
C 6.158410 -4.713654 6.041547 -0.1 0.0 -0.1
C 4.936791 -4.079227 6.733258 0.1 0.0 -0.1
C 4.061747 -3.228062 5.800812 -0.1 0.1 -0.1
N 3.046589 -3.927847 5.029912 0.1 0.0 -0.1
C 1.971482 -4.507299 5.798508 -0.4 -0.1 0.5
C 1.119924 -5.524796 5.057568 -0.1 0.0 0.0
O 0.044561 -5.690598 5.933147 0.0 0.2 -0.1
B -0.315301 -4.270977 6.300098 0.1 0.0 -0.4
O -0.885253 -4.157048 7.620824 0.0 0.0 0.1
O 1.023701 -3.550004 6.199178 0.1 -0.1 0.1
H 6.079714 -5.800885 5.986841 0.0 0.0 0.0
H 7.089103 -4.483687 6.562516 0.0 0.0 0.0
H 6.264592 -4.346569 5.016426 0.0 0.0 0.0
H 5.275517 -3.451035 7.561011 0.0 0.0 0.0
H 4.315903 -4.870270 7.155885 0.0 0.1 0.2
H 3.540762 -2.457055 6.373153 0.0 -0.1 0.1
H 4.715330 -2.703997 5.092372 0.0 0.1 0.1
H 3.450319 -4.598698 4.389103 0.0 -0.1 0.1
H 2.321984 -5.010916 6.721383 0.3 0.0 -0.2
H 1.634544 -6.470507 4.839958 -0.1 0.0 0.1
H 0.773453 -5.065949 4.112590 0.2 -0.1 -0.1
H -1.093546 -3.814602 5.415785 0.0 0.0 0.2
H -1.831123 -4.046664 7.526263 0.0 0.0 0.0
C 1.006284 -1.687675 3.689828 0.0 0.2 -0.4
C 0.238129 -0.739947 4.563154 0.0 -0.2 0.2
O 0.251309 0.633617 4.034687 0.0 0.0 0.0
C -0.612217 0.924542 3.098849 0.0 0.2 -0.1
O -1.443256 0.235816 2.579741 0.0 -0.1 0.0
C -0.472410 2.423631 2.720788 0.0 -0.2 0.0
F 0.799501 2.802306 2.567367 0.0 0.0 0.0
F -1.018281 3.193225 3.675818 0.0 0.0 0.0
F -1.116550 2.676844 1.576701 0.0 0.1 0.1
H 2.031244 -1.342851 3.537194 0.0 0.0 0.1
H 1.049794 -2.640648 4.209327 0.0 0.0 0.0
H 0.536645 -1.807829 2.711533 -0.1 0.0 0.1
H 0.696895 -0.650175 5.543685 0.0 0.0 0.0
H -0.795269 -1.055247 4.694587 0.0 0.1 -0.1
C -2.933942 2.910401 -1.095033 -0.1 -0.1 -0.1
C -2.653262 3.844871 -2.243339 0.2 0.0 0.1
O -3.592513 3.637379 -3.335299 0.0 0.0 0.0
C -4.748069 4.264143 -3.252056 -0.1 -0.1 -0.1
O -5.136654 5.004954 -2.399652 0.0 0.0 0.0
C -5.582674 3.944387 -4.517908 0.2 0.0 0.1
F -5.568060 2.636457 -4.806309 0.0 0.0 0.0
F -5.049738 4.599204 -5.564959 -0.1 0.0 0.0
F -6.841627 4.328857 -4.374907 0.0 0.0 0.0
H -2.922877 1.875946 -1.440098 0.0 0.0 0.0
H -2.154267 3.022242 -0.345552 0.0 0.0 0.0
H -3.899393 3.111907 -0.631938 0.0 0.1 0.0
H -1.683493 3.639465 -2.692350 0.0 0.0 0.0
H -2.691323 4.892003 -1.947319 -0.1 0.0 0.0
C -2.730653 3.192666 -6.977669 0.1 0.0 0.0
C -1.859300 2.215462 -7.729119 -0.1 -0.1 0.0
O -0.690506 2.871594 -8.288402 0.0 0.0 0.1
C 0.324399 3.048550 -7.467077 0.1 0.1 -0.3
O 0.407756 2.723039 -6.318784 -0.1 0.3 -0.4
C 1.495545 3.728824 -8.220732 0.0 -0.1 0.1
F 1.071443 4.745934 -8.974415 0.0 0.0 0.0
F 2.089130 2.833119 -9.022640 0.0 0.0 0.0
F 2.397117 4.185843 -7.360383 0.0 0.0 0.0
H -3.024004 4.019507 -7.624336 0.0 0.0 0.0
H -3.628931 2.683424 -6.632512 0.0 0.0 0.0
H -2.210247 3.594748 -6.109001 0.0 0.0 0.0
H -2.372087 1.799946 -8.593134 0.0 0.0 0.0
H -1.527445 1.397100 -7.091634 0.0 0.2 -0.1
C -1.249571 0.286703 -4.566272 0.0 -0.1 0.2
C 0.173287 0.714332 -4.291481 0.1 0.2 -0.1
O 0.401647 0.860770 -2.870246 0.0 -0.1 0.1
C 0.648533 -0.259313 -2.206907 -0.1 0.1 0.2
O 0.709675 -1.365332 -2.654087 0.0 -0.1 0.0
C 0.872875 0.061984 -0.706276 0.0 0.0 -0.3
F -0.031407 0.947524 -0.278823 0.0 0.0 0.1
F 2.092839 0.598016 -0.542076 0.0 0.0 0.0
F 0.788507 -1.035250 0.023594 0.0 0.0 0.1
H -1.952537 0.998043 -4.129914 0.0 0.0 0.0
H -1.414412 0.252928 -5.642593 0.0 -0.1 0.1
H -1.446980 -0.701987 -4.152251 0.0 0.0 0.0
H 0.381029 1.696346 -4.707787 0.0 -0.4 0.4
H 0.891176 -0.001998 -4.689718 0.0 0.0 0.0

---

[3]
71
Properties=species:S:1:pos:R:3:forces:R:3 method="wB97M-V/def2-TZVPD" e_above_lowest_kcal_mol=13.32 max_force_ev_per_a=0.3 gap_ev=7.26 e_lumo_ha=-0.09514 homo_energy_ev=-9.849 total_charge=+1
Sn 0.178477 0.124235 -0.558305 0.0 0.2 -0.2
C -2.193827 -3.423447 -2.029415 0.0 0.0 0.0
C -2.051585 -2.153299 -1.468813 0.0 0.0 0.0
N -0.764696 -1.889814 -1.250772 -0.1 -0.1 0.0
N -0.059249 -2.974774 -1.646225 -0.1 0.1 0.0
C -0.903072 -3.903458 -2.125827 0.0 0.0 0.0
B 1.483572 -3.020679 -1.581371 0.0 0.0 0.0
N 1.898459 -2.628655 -0.116751 0.0 0.0 0.1
C 2.826329 -3.229910 0.642959 -0.1 0.0 0.0
C 2.925228 -2.551582 1.846647 0.0 0.0 0.0
C 2.018462 -1.494529 1.724982 0.0 0.0 0.0
N 1.402444 -1.552145 0.540942 0.1 -0.1 0.0
N 2.088107 -2.012169 -2.536527 0.0 0.0 0.0
C 2.904528 -2.152402 -3.597521 0.0 0.0 0.0
C 3.173190 -0.897506 -4.098450 0.0 0.0 0.0
C 2.465071 -0.023836 -3.261943 0.0 0.0 0.0
N 1.813865 -0.707477 -2.329068 0.0 -0.1 0.1
H -3.104100 -3.916727 -2.319609 0.0 0.0 0.0
H -2.804291 -1.432452 -1.192440 0.0 0.0 0.0
H -0.521758 -4.838249 -2.502942 0.0 0.0 0.0
H 1.861713 -4.136469 -1.806526 0.0 0.0 0.0
H 3.353285 -4.095920 0.276164 0.0 0.0 0.0
H 3.591168 -2.760480 2.664975 0.0 0.0 0.0
H 1.792227 -0.689431 2.402869 0.0 0.0 0.0
H 3.233456 -3.127953 -3.915623 0.0 0.0 0.0
H 3.794066 -0.646306 -4.939629 0.0 0.0 0.0
H 2.410438 1.053689 -3.285939 0.0 0.0 0.0
O 0.125092 2.707571 2.622850 0.1 0.2 0.0
C 1.079640 2.493940 1.731158 0.0 0.1 0.0
O 1.519057 1.395630 1.466070 0.0 0.0 0.0
C 1.519316 3.738457 1.015063 0.0 -0.1 0.0
C 1.299850 5.007440 1.534849 0.0 0.0 0.0
C 1.700412 6.094676 0.778470 0.0 0.0 0.0
C 2.281441 5.870329 -0.459519 0.0 0.0 0.0
C 2.437190 4.557531 -0.892938 0.0 0.0 0.0
N 2.067782 3.509229 -0.169776 0.0 0.0 0.0
C 2.990988 4.221702 -2.259602 -0.1 0.1 0.0
O 3.958862 5.035128 -2.722664 0.0 0.0 0.0
O 2.579142 3.318543 -2.922390 0.0 -0.1 0.0
H -0.333266 1.853127 2.773236 -0.1 -0.2 0.0
H 0.823138 5.128965 2.496885 0.0 0.0 0.0
H 1.548373 7.103052 1.138364 0.0 0.0 0.0
H 2.568745 6.702669 -1.089355 0.0 0.0 0.0
H 4.263746 5.641511 -2.036709 0.0 0.0 0.0
C -4.252471 2.435167 1.858202 0.0 0.0 0.0
Si -3.003811 1.886008 0.585460 0.0 -0.1 0.0
C -3.864857 1.196793 -0.927343 0.0 0.1 0.0
C -1.965658 3.359514 0.078611 0.0 0.1 0.0
Se -1.753366 0.217877 1.523555 0.1 0.0 0.1
H -4.893859 3.222957 1.455133 0.0 0.0 0.0
H -3.747366 2.827605 2.742762 0.0 0.0 0.0
H -4.888000 1.606821 2.174731 0.0 0.0 0.0
H -4.544704 1.945056 -1.344282 0.0 0.0 0.0
H -4.453338 0.311031 -0.679792 0.0 0.0 0.0
H -3.151987 0.930459 -1.711419 0.0 0.0 0.0
H -2.609881 4.055366 -0.467007 0.0 0.0 0.0
H -1.122682 3.113845 -0.571537 0.0 -0.1 0.0
H -1.579017 3.879049 0.956953 0.0 0.0 0.0
N 0.111179 -4.198148 2.071706 0.1 -0.2 0.0
C -1.300209 -3.982169 1.593840 0.0 0.0 0.0
C -2.042154 -3.092065 2.570928 0.0 0.1 0.0
N -3.366336 -2.846513 2.040382 0.0 0.0 0.1
H 0.614871 -4.844343 1.464196 0.0 0.0 0.0
H 0.119462 -4.581126 3.017858 0.0 0.0 0.0
H 0.676314 -3.338977 2.098189 -0.1 0.2 -0.1
H -1.760451 -4.964791 1.499303 0.0 0.0 0.0
H -1.244475 -3.511379 0.616686 0.0 0.0 0.0
H -1.516728 -2.136469 2.629784 0.0 0.0 0.1
H -2.037110 -3.533132 3.577500 0.0 -0.1 0.0
H -4.081435 -3.397803 2.493138 0.0 0.1 0.0
H -3.582937 -1.858419 2.112614 -0.1 -0.1 -0.1

---

[4]
63
Properties=species:S:1:pos:R:3:forces:R:3 method="wB97M-V/def2-TZVPD" e_above_lowest_kcal_mol=0.00 max_force_ev_per_a=0.5 gap_ev="3.66 / 3.66" e_lumo_ha="-0.60002 / -0.60003" homo_energy_ev="-19.988 / -19.987" total_charge=+4
Pt -1.421887 -0.436452 -0.281829 -0.4 0.0 0.0
N -3.149841 -2.622081 -2.031318 -0.2 0.1 -0.1
C -2.857597 -3.579830 -1.233688 0.1 -0.5 0.1
C -3.004509 -4.964339 -1.763248 0.1 0.4 0.1
C -3.057046 -6.007762 -0.924352 0.0 0.0 0.3
C -2.925290 -5.765752 0.492374 0.0 -0.1 -0.2
C -2.658949 -4.500784 1.048607 -0.1 -0.1 0.0
C -2.480921 -4.378888 2.438594 0.0 0.1 0.1
C -2.164369 -3.131100 2.952204 -0.1 -0.1 0.0
C -1.999350 -2.084546 2.072560 -0.2 0.0 0.0
N -2.131186 -2.183540 0.703010 0.4 0.1 0.3
C -2.512015 -3.359934 0.217401 0.0 0.0 -0.2
H -3.209032 -1.651351 -1.732901 0.0 0.0 0.0
H -3.422853 -2.802585 -3.001476 0.0 0.0 0.0
H -3.141403 -5.090272 -2.833982 0.0 0.0 0.0
H -3.219905 -7.016868 -1.286231 0.0 0.0 0.0
H -3.005831 -6.615181 1.169432 0.0 0.0 0.0
H -2.606745 -5.240813 3.086706 0.0 0.0 0.0
H -2.045717 -2.964916 4.015842 0.0 0.0 0.0
H -1.766871 -1.097937 2.447783 0.0 -0.1 -0.1
C 0.716572 1.948160 3.655031 0.0 0.0 0.0
C -0.141029 1.756190 2.437320 0.1 0.0 0.0
O 0.682529 1.139122 1.347722 0.0 0.2 0.1
P 0.566731 -0.251627 0.711513 0.0 -0.1 -0.3
O 1.728952 -0.409789 -0.267539 0.1 0.0 -0.2
C 2.445443 0.622547 -1.089693 0.1 0.0 0.1
C 3.922069 0.388587 -0.943795 0.0 0.0 0.0
O 0.617500 -1.425059 1.713311 0.2 -0.3 0.2
C 1.930207 -1.935477 2.307551 -0.1 0.1 0.1
C 1.716990 -2.205800 3.764967 0.0 0.0 0.0
H 0.169140 2.562061 4.372023 0.0 0.0 0.0
H 1.635902 2.474117 3.401723 0.0 0.0 0.0
H 0.961651 1.003090 4.136780 0.0 0.0 0.0
H -0.484027 2.695070 2.013831 0.0 0.0 0.0
H -1.002120 1.109760 2.613353 0.0 0.0 0.0
H 2.139749 1.602270 -0.724393 0.0 0.0 0.0
H 2.094638 0.458859 -2.106033 0.0 0.0 0.0
H 4.233069 0.462812 0.097582 0.0 0.0 0.0
H 4.453230 1.160718 -1.502945 0.0 0.0 0.0
H 4.213626 -0.579420 -1.346267 0.0 0.0 0.0
H 2.685545 -1.175293 2.122217 0.0 0.0 0.0
H 2.157553 -2.826395 1.730802 0.0 0.0 0.0
H 1.473263 -1.301101 4.318699 0.0 0.0 0.0
H 2.648743 -2.601407 4.173521 0.0 0.0 0.0
H 0.946003 -2.958567 3.928662 0.0 0.0 0.0
N -1.148936 1.146191 -1.358980 0.3 0.3 -0.1
C -0.657285 2.117447 -1.818564 -0.3 -0.2 0.1
N -0.245132 3.179808 -2.357764 0.0 0.2 -0.1
C 0.539078 3.186523 -3.638860 0.0 0.0 0.1
C 1.895466 3.838348 -3.391827 0.0 0.0 0.0
C 1.812614 4.978452 -2.356658 0.0 0.0 0.0
C 0.407780 5.573336 -2.268323 0.0 0.0 0.0
C -0.618202 4.541769 -1.804463 0.0 0.0 0.0
H -0.065934 3.756756 -4.342769 0.0 0.0 0.0
H 0.611218 2.164812 -4.005966 0.0 0.0 0.0
H 2.249731 4.213902 -4.351914 0.0 0.0 0.0
H 2.618108 3.085344 -3.072819 0.0 0.0 0.0
H 2.516941 5.762246 -2.625175 0.0 0.0 0.0
H 2.119386 4.622978 -1.368941 0.0 0.0 0.0
H 0.108826 6.004496 -3.224217 0.0 -0.1 0.0
H 0.388461 6.389550 -1.547049 0.0 0.0 0.0
H -1.620333 4.766568 -2.167886 0.0 0.0 0.0
H -0.642400 4.452974 -0.719261 0.0 0.0 0.0